Entry from OMol25: 4 unconnected molecules or ions with the total composition C11H15NO9 in a non-equilibrium geometry (ωB97M-V with the def2-TZVPD basis set).

Positions of all 36 atoms, in Å:
C1 -1.25649 -4.04889 1.98566
C2 0.00887 -4.76019 1.80916
N1 0.97031 -5.33894 1.57872
H1 -0.97681 -3.04337 2.31230
H2 -1.93907 -4.46728 2.71836
H3 -1.76164 -3.92733 1.02916
C3 -0.22564 0.71463 0.76430
C4 1.23448 1.18784 0.88862
O1 1.77405 0.26224 1.82563
C5 0.91720 -0.76838 2.01319
O2 1.08703 -1.64515 2.79896
O3 -0.11865 -0.66130 1.17776
H4 -0.61803 0.72868 -0.25010
H5 -0.92954 1.17230 1.46041
H6 1.17771 2.20827 1.25849
H7 1.74842 1.06254 -0.06037
C6 2.35659 -2.66473 -0.53446
C7 2.77591 -1.53566 -1.52736
O4 1.58616 -1.26680 -2.25548
C8 0.57410 -2.01920 -1.81068
O5 -0.56494 -1.95209 -2.17751
O6 0.95466 -2.78970 -0.76504
H8 2.57192 -2.29811 0.46814
H9 2.83444 -3.61791 -0.73754
H10 3.53089 -1.96797 -2.18392
H11 3.16323 -0.65044 -1.03337
C9 -3.00708 4.57367 -1.27735
C10 -1.99587 4.47572 -0.13694
O7 -0.79292 4.27576 -0.88370
C11 -1.15194 3.51363 -1.96138
O8 -0.35098 2.87153 -2.56906
O9 -2.46309 3.58238 -2.17978
H12 -2.95799 5.52780 -1.80174
H13 -4.03273 4.33492 -1.01495
H14 -2.14321 3.61146 0.52129
H15 -1.97936 5.32011 0.55060

Values from the calculation:
* strongest force on any atom: 1.7 eV Å⁻¹
* total energy: -31567.315 eV
* SMILES: O=C1OCCO1.O=C1OCCO1.O=C1OCCO1.CC#N
* E_LUMO: 0.3 eV
* net charge: 0
* gap between HOMO and LUMO: 11.27 eV
* relative energy (zero: lowest compared OMol25 entry of this formula, charge and spin): 0.0 kJ/mol